Entry from the Open Molecules 2025 dataset: a 10-piece molecular cluster, C60H50F10 overall (ωB97M-V/def2-TZVPD).

Results
Gap between HOMO and LUMO (spin up / spin down) = 5.5879 / 1.5409 eV
Total charge = +1
E_HOMO (spin up / spin down) = -10.39 / -10.39 eV
Calculated total energy = -90194.6649 eV
Spin multiplicity = 2

Last columns: bonded neighbours and bond lengths (Å).
Cartesian coordinates (Å):
1 F -7.350 -18.210 23.492  C2 1.319
2 C -8.364 -19.044 23.363  F1 1.319, C3 1.439, C7 1.384
3 C -9.231 -19.327 24.476  C2 1.439, C4 1.371, H8 1.080
4 C -10.285 -20.181 24.281  C3 1.371, C5 1.379, H9 1.080
5 C -10.616 -20.618 23.016  C4 1.379, C6 1.424, H10 1.080
6 C -9.783 -20.256 21.919  C5 1.424, C7 1.382, H11 1.080
7 C -8.613 -19.543 22.097  C2 1.384, C6 1.382, H12 1.080
8 H -9.075 -18.821 25.417  C3 1.080
9 H -10.849 -20.457 25.159  C4 1.080
10 H -11.410 -21.338 22.880  C5 1.080
11 H -10.118 -20.535 20.931  C6 1.080
12 H -8.049 -19.205 21.240  C7 1.080
13 F 3.032 -23.469 16.972  C14 1.362
14 C 1.991 -22.590 16.980  F13 1.362, C15 1.368, C19 1.398
15 C 1.974 -21.564 17.885  C14 1.368, C16 1.385, H20 1.080
16 C 0.932 -20.652 17.863  C15 1.385, C17 1.399, H21 1.080
17 C -0.106 -20.807 16.937  C16 1.399, C18 1.379, H22 1.080
18 C -0.084 -21.789 15.970  C17 1.379, C19 1.387, H23 1.080
19 C 0.966 -22.693 16.035  C14 1.398, C18 1.387, H24 1.080
20 H 2.802 -21.498 18.576  C15 1.080
21 H 0.921 -19.851 18.586  C16 1.080
22 H -0.852 -20.030 16.865  C17 1.080
23 H -0.792 -21.909 15.162  C18 1.080
24 H 0.977 -23.464 15.279  C19 1.080
25 F -4.423 -12.835 27.399  C26 1.373
26 C -4.632 -13.924 26.591  F25 1.373, C27 1.379, C31 1.412
27 C -5.640 -14.823 26.870  C26 1.379, C28 1.402, H32 1.080
28 C -5.765 -16.027 26.164  C27 1.402, C29 1.395, H33 1.080
29 C -4.898 -16.264 25.098  C28 1.395, C30 1.371, H34 1.080
30 C -3.941 -15.361 24.713  C29 1.371, C31 1.441, H35 1.080
31 C -3.780 -14.157 25.489  C26 1.412, C30 1.441, H36 1.080
32 H -6.290 -14.621 27.708  C27 1.080
33 H -6.435 -16.801 26.509  C28 1.080
34 H -4.943 -17.254 24.667  C29 1.080
35 H -3.335 -15.619 23.857  C30 1.080
36 H -3.095 -13.368 25.217  C31 1.080
37 F -3.948 -16.000 20.626  C38 1.356
38 C -3.654 -17.320 20.722  F37 1.356, C39 1.372, C43 1.400
39 C -2.627 -17.902 20.023  C38 1.372, C40 1.417, H44 1.080
40 C -2.537 -19.316 20.047  C39 1.417, C41 1.404, H45 1.080
41 C -3.402 -20.036 20.887  C40 1.404, C42 1.381, H46 1.080
42 C -4.305 -19.442 21.746  C41 1.381, C43 1.388, H47 1.080
43 C -4.424 -18.065 21.622  C38 1.400, C42 1.388, H48 1.080
44 H -2.062 -17.327 19.303  C39 1.080
45 H -1.795 -19.833 19.457  C40 1.080
46 H -3.252 -21.105 20.904  C41 1.080
47 H -4.940 -19.971 22.442  C42 1.080
48 H -5.080 -17.470 22.240  C43 1.080
49 F -7.580 -13.355 24.136  C50 1.382
50 C -7.162 -13.608 22.843  F49 1.382, C51 1.397, C55 1.397
51 C -6.929 -12.511 22.011  C50 1.397, C52 1.387, H56 1.080
52 C -6.722 -12.631 20.645  C51 1.387, C53 1.413, H57 1.080
53 C -6.525 -13.933 20.131  C52 1.413, C54 1.422, H58 1.080
54 C -6.668 -15.021 21.036  C53 1.422, C55 1.377, H59 1.080
55 C -6.975 -14.911 22.373  C50 1.397, C54 1.377, H60 1.080
56 H -7.003 -11.536 22.471  C51 1.080
57 H -6.764 -11.768 19.998  C52 1.080
58 H -6.327 -14.135 19.089  C53 1.080
59 H -6.550 -16.004 20.606  C54 1.080
60 H -7.083 -15.773 23.015  C55 1.080
61 F -2.311 -16.864 14.744  C62 1.333
62 C -2.924 -18.003 15.066  F61 1.333, C63 1.373, C67 1.369
63 C -3.234 -18.940 14.112  C62 1.373, C64 1.397, H68 1.080
64 C -3.899 -20.114 14.474  C63 1.397, C65 1.405, H69 1.080
65 C -4.047 -20.408 15.840  C64 1.405, C66 1.374, H70 1.080
66 C -3.781 -19.468 16.805  C65 1.374, C67 1.401, H71 1.080
67 C -3.229 -18.254 16.376  C62 1.369, C66 1.401, H72 1.080
68 H -3.142 -18.668 13.070  C63 1.080
69 H -4.335 -20.777 13.742  C64 1.080
70 H -4.518 -21.339 16.119  C65 1.080
71 H -3.950 -19.724 17.841  C66 1.080
72 H -2.866 -17.484 17.041  C67 1.080
73 F -6.650 -13.916 15.358  C74 1.324
74 C -5.688 -13.786 16.258  F73 1.324, C75 1.370, C79 1.361
75 C -5.351 -12.499 16.581  C74 1.370, C76 1.356, H80 1.080
76 C -4.292 -12.266 17.396  C75 1.356, C77 1.384, H81 1.080
77 C -3.511 -13.296 17.892  C76 1.384, C78 1.424, H82 1.080
78 C -3.885 -14.627 17.555  C77 1.424, C79 1.369, H83 1.080
79 C -4.985 -14.835 16.767  C74 1.361, C78 1.369, H84 1.080
80 H -5.940 -11.670 16.217  C75 1.080
81 H -4.185 -11.206 17.572  C76 1.080
82 H -2.591 -13.092 18.419  C77 1.080
83 H -3.307 -15.480 17.879  C78 1.080
84 H -5.228 -15.860 16.530  C79 1.080
85 F -1.423 -26.431 17.556  C86 1.347
86 C -0.807 -25.508 18.320  F85 1.347, C87 1.388, C91 1.423
87 C -1.607 -24.627 19.035  C86 1.388, C88 1.413, H92 1.080
88 C -1.019 -23.795 20.014  C87 1.413, C89 1.384, H93 1.080
89 C 0.355 -23.789 20.176  C88 1.384, C90 1.380, H94 1.080
90 C 1.174 -24.607 19.425  C89 1.380, C91 1.426, H95 1.080
91 C 0.611 -25.470 18.439  C86 1.423, C90 1.426, H96 1.080
92 H -2.680 -24.616 18.908  C87 1.080
93 H -1.628 -23.205 20.683  C88 1.080
94 H 0.787 -23.192 20.966  C89 1.080
95 H 2.231 -24.668 19.637  C90 1.080
96 H 1.201 -26.171 17.868  C91 1.080
97 F -2.669 -9.414 21.315  C98 1.337
98 C -2.479 -10.734 21.227  F97 1.337, C99 1.395, C103 1.415
99 C -3.561 -11.600 21.389  C98 1.395, C100 1.394, H104 1.080
100 C -3.378 -12.982 21.400  C99 1.394, C101 1.381, H105 1.080
101 C -2.117 -13.531 21.270  C100 1.381, C102 1.411, H106 1.080
102 C -1.017 -12.689 21.000  C101 1.411, C103 1.378, H107 1.080
103 C -1.209 -11.325 21.026  C98 1.415, C102 1.378, H108 1.080
104 H -4.571 -11.266 21.572  C99 1.080
105 H -4.201 -13.655 21.592  C100 1.080
106 H -2.016 -14.575 21.524  C101 1.080
107 H -0.001 -13.042 20.896  C102 1.080
108 H -0.352 -10.682 20.887  C103 1.080
109 F 0.399 -16.865 18.467  C110 1.309
110 C 0.809 -15.746 17.927  F109 1.309, C111 1.396, C115 1.425
111 C -0.163 -14.862 17.454  C110 1.396, C112 1.421, H116 1.080
112 C 0.218 -13.588 16.953  C111 1.421, C113 1.428, H117 1.080
113 C 1.594 -13.238 17.109  C112 1.428, C114 1.371, H118 1.080
114 C 2.552 -14.111 17.553  C113 1.371, C115 1.371, H119 1.080
115 C 2.183 -15.367 17.962  C110 1.425, C114 1.371, H120 1.080
116 H -1.194 -15.167 17.552  C111 1.080
117 H -0.585 -12.934 16.646  C112 1.080
118 H 1.974 -12.258 16.861  C113 1.080
119 H 3.584 -13.813 17.662  C114 1.080
120 H 2.907 -16.025 18.419  C115 1.080